Entry from OMol25: 3 unconnected molecules or ions with the total composition C5H10O3 (ωB97M-V/def2-TZVPD).

Geometry as XYZ:
```
18
C5H10O3 ωB97M-V/def2-TZVPD
O -2.491 1.265 0.142
O 0.080 -2.437 0.048
O 2.950 1.216 0.537
C 0.925 0.029 -0.231
C 2.098 1.279 -0.378
C -2.224 1.155 -1.058
C 0.461 -0.097 1.157
C -2.756 -0.131 -0.640
H 0.022 0.310 -0.773
H -3.763 -0.365 -0.973
H -0.091 0.737 1.576
H 1.357 2.100 -0.224
H 2.460 1.289 -1.412
H 1.318 -0.962 -0.538
H -0.087 -1.036 1.233
H 0.530 -3.281 -0.157
H -2.138 -0.828 -0.089
H 1.347 -0.244 1.780
```

Values from the calculation:
Orbital gap = 5.11 eV
HOMO = -9.3 eV
E_LUMO = -0.154 Ha
E = -11478.11421 eV
Energy above the lowest of the compared OMol25 structures with the same formula, charge and spin = 278.40 kcal per mole

Atomic partial charges in e from the Löwdin method, atoms 1 to 4:
1. O 0.016
2. O -0.257
3. O 0.064
4. C -0.099

Entry from OMol25: a molecular structure, C5H10O3Tl (ωB97M-V/def2-TZVPD).

Geometry as XYZ:
```
19
C5H10O3Tl ωB97M-V/def2-TZVPD
Tl 0.670 1.841 -0.340
O 2.557 1.513 0.068
O -0.977 1.600 0.768
O 0.585 -0.325 -0.183
C -1.588 0.426 0.625
C 2.907 0.191 -0.144
C -0.580 -0.719 0.535
C -2.838 0.331 -0.890
C 1.827 -0.748 0.376
H -2.160 0.551 -1.729
H -3.546 1.169 -0.842
H -3.271 -0.655 -1.113
H 3.852 -0.089 0.366
H 2.024 -1.800 0.111
H 3.066 -0.033 -1.223
H -0.313 -1.034 1.557
H 1.765 -0.665 1.475
H -2.950 0.023 0.577
H -1.030 -1.576 0.007
```

Values from the calculation:
Orbital gap (spin up / spin down) = 7.57 / 6.21 eV
Multiplicity = 2
Expectation value of S² = 0.759
HOMO (spin up / spin down) = -7.0 / -7.3 eV
E_LUMO (spin up / spin down) = 0.023 / -0.039 Ha
E = -16175.27921 eV
Energy above the lowest of the compared OMol25 structures with the same formula, charge and spin = 111.01 kcal per mole

Atomic partial charges in e from the Löwdin method, atoms 1 to 4:
1. Tl 1.082
2. O -0.395
3. O -0.325
4. O -0.300

Entry from OMol25: a molecular structure, C5H10O3Yb (ωB97M-V/def2-TZVPD).

Geometry as XYZ:
```
19
C5H10O3Yb ωB97M-V/def2-TZVPD
Yb -0.086 1.061 1.584
O -1.487 0.854 -0.052
O 0.461 -0.901 0.672
O 2.937 0.163 -1.206
C -0.557 -1.287 -0.356
C 1.828 -1.101 0.336
C 2.639 0.202 0.125
C -2.479 1.744 -0.494
C -1.833 -0.584 -0.143
H 1.870 -1.850 -0.471
H -0.691 -2.376 -0.278
H -2.247 -0.851 0.851
H 2.829 1.319 0.167
H -3.402 1.627 0.095
H -2.099 2.768 -0.375
H 2.276 -1.644 1.184
H -0.083 -1.050 -1.320
H 2.832 0.352 1.234
H -2.708 1.553 -1.554
```

Values from the calculation:
Orbital gap (spin up / spin down) = 4.88 / 5.04 eV
Multiplicity = 2
Expectation value of S² = 0.753
Net charge = -1
HOMO (spin up / spin down) = -1.9 / -2.5 eV
E_LUMO (spin up / spin down) = 0.111 / 0.094 Ha
E = -43010.67600 eV
Energy above the lowest of the compared OMol25 structures with the same formula, charge and spin = 5.76 kcal per mole

Atomic partial charges in e from the Löwdin method, atoms 1 to 4:
1. Yb 0.884
2. O -0.529
3. O -0.400
4. O -0.297

Entry from OMol25: C5H10O4S3 in the gas phase (ωB97M-V/def2-TZVPD).

Geometry as XYZ:
```
22
C5H10O4S3 ωB97M-V/def2-TZVPD
S 0.040 1.788 -1.417
S -1.737 1.020 0.744
S 2.398 -0.714 -0.921
O -2.471 1.637 1.815
O 1.499 0.721 -1.012
O -2.388 -0.042 0.019
O 1.821 -1.691 -1.817
C 0.239 -1.005 0.892
C -1.214 2.322 -0.377
C -0.174 0.343 1.478
C 1.749 -1.208 0.783
C -0.849 0.563 -2.400
H -0.191 -1.798 1.506
H -1.617 0.079 -1.799
H -0.201 -1.122 -0.101
H -0.407 0.274 2.537
H -1.313 1.118 -3.210
H 2.008 -2.259 0.896
H 2.295 -0.621 1.519
H -0.136 -0.151 -2.801
H 0.589 1.104 1.330
H -0.931 3.187 0.205
```

Values from the calculation:
Orbital gap = 8.06 eV
HOMO = -9.5 eV
E_LUMO = -0.051 Ha
E = -46038.67728 eV
Energy above the lowest of the compared OMol25 structures with the same formula, charge and spin = 19.46 kcal per mole

Atomic partial charges in e from the Löwdin method, atoms 1 to 4:
1. S 1.050
2. S 0.601
3. S 0.929
4. O -0.324

Entry from OMol25: C5H10OS2 in the gas phase (ωB97M-V/def2-TZVPD).

Geometry as XYZ:
```
18
C5H10OS2 ωB97M-V/def2-TZVPD
S -2.394 1.978 -0.904
S -0.721 -1.591 -1.966
O 0.291 1.079 0.774
C -0.737 1.232 -1.460
C 1.764 -0.904 0.310
C -0.575 -1.070 1.330
C -0.394 -0.255 -0.953
C 0.293 -0.301 0.377
H -1.510 -0.566 1.616
H -0.740 -2.007 0.804
H -0.819 1.100 -2.588
H 1.761 -1.815 -0.538
H -2.171 2.441 0.364
H 1.318 1.455 0.881
H 2.110 -1.411 1.346
H 2.556 -0.213 -0.258
H -0.009 1.964 -1.369
H -0.023 -1.117 2.235
```

Values from the calculation:
Orbital gap = 8.11 eV
HOMO = -8.7 eV
SMILES = CC(C)(O)C(=S)CS
E_LUMO = -0.023 Ha
E = -29062.42514 eV
Energy above the lowest of the compared OMol25 structures with the same formula, charge and spin = 57.48 kcal per mole

Atomic partial charges in e from the Löwdin method, atoms 1 to 4:
1. S 0.660
2. S 0.686
3. O -0.138
4. C -0.508

Entry from OMol25: C5H10S in the gas phase (ωB97M-V/def2-TZVPD).

Geometry as XYZ:
```
16
C5H10S ωB97M-V/def2-TZVPD
S -1.172 -0.199 -1.712
C -1.233 -1.346 1.061
C -0.381 -1.002 -0.162
C 1.591 0.367 -1.096
C 0.156 0.327 -0.483
C -0.125 1.495 0.423
H 0.597 1.415 1.249
H -2.019 -0.591 1.231
H -1.170 1.418 0.784
H 2.303 0.637 -0.281
H -0.631 -1.333 1.968
H 1.683 1.131 -1.881
H 0.237 -1.839 -0.443
H 1.916 -0.590 -1.492
H -1.711 -2.324 0.994
H -0.039 2.433 -0.160
```

Values from the calculation:
Orbital gap = 9.53 eV
HOMO = -8.6 eV
SMILES = C[C@H]1SC1(C)C
E_LUMO = 0.034 Ha
E = -16182.00784 eV
Energy above the lowest of the compared OMol25 structures with the same formula, charge and spin = 10.83 kcal per mole

Atomic partial charges in e from the Löwdin method, atoms 1 to 4:
1. S 0.779
2. C -0.102
3. C -0.517
4. C -0.085

Entry from OMol25: C5H10S in the gas phase (ωB97M-V/def2-TZVPD).

Geometry as XYZ:
```
16
C5H10S ωB97M-V/def2-TZVPD
S 1.522 -1.090 -0.176
C 0.297 0.109 -0.559
C -0.915 0.972 0.303
C -1.912 -1.258 0.301
C 2.937 0.154 0.224
C -1.274 -0.111 -0.554
H -2.672 -0.496 0.702
H 4.145 -0.149 0.259
H -0.926 0.812 1.412
H 2.521 0.546 1.273
H -1.449 2.043 0.003
H 2.680 0.885 -0.865
H -2.561 -1.988 -0.578
H -1.280 -1.672 1.048
H 0.649 0.944 -1.226
H -1.762 0.300 -1.567
```

Values from the calculation:
Orbital gap = 8.91 eV
HOMO = -8.0 eV
SMILES = CS[C@@H]1C[C@@H]1C
E_LUMO = 0.032 Ha
E = -16176.88943 eV
Energy above the lowest of the compared OMol25 structures with the same formula, charge and spin = 128.86 kcal per mole

Atomic partial charges in e from the Löwdin method, atoms 1 to 4:
1. S 0.720
2. C -0.579
3. C -0.170
4. C -0.083